The following is a DFT calculation (ωB97M-V/def2-TZVPD) of a cluster of 3 separate species, C19H55N8O5P4 in total in a non-equilibrium geometry.

Geometry as ORCA input:
```
! wB97M-V def2-TZVPD RIJCOSX def2/J DEFGRID3
* xyz 1 1
P 1.1354 -0.4629 2.8434
P 2.7037 5.4053 -1.3902
P -1.4529 -6.1420 1.7445
P -1.9490 -6.6117 -0.3265
O -2.8149 -6.0957 2.6457
O -0.8940 -4.6338 1.7832
O -0.2958 -0.0091 2.6721
O 3.0872 4.4613 -0.2830
O -0.5077 -7.0958 2.2822
N 2.3201 5.8048 -3.0610
N 1.8840 0.7588 1.8373
N -5.5904 -2.7190 -2.3121
N 1.2968 -0.1951 4.5245
N 3.8334 6.6569 -1.1404
N 1.0842 5.7880 -0.8320
N 2.5424 -1.5281 2.7157
N -4.3731 -5.1114 -0.3150
C 2.2936 -2.6291 1.7679
C 0.5640 -1.1537 5.3350
C -3.3729 -3.7733 -3.0262
C 0.8285 6.9612 -0.0091
C 5.1958 6.2813 -1.4879
C -3.1398 -5.2101 -2.4796
C 1.3016 6.7725 -3.4065
C -5.2718 -6.2766 -0.5975
C -4.9452 -7.0504 -1.8774
C 2.3663 2.0128 2.4088
C 1.1062 1.0701 0.6411
C 2.1244 4.5858 -3.8676
C -4.1164 -6.3068 -2.9600
C 2.4155 0.3581 5.2546
C 0.4224 4.6343 -0.2293
C -4.7967 -3.3351 -3.3914
C 3.6431 8.0866 -1.2376
C -3.0086 -5.1898 -0.9476
C 3.8799 -1.0155 2.5024
H -2.7875 -7.7362 -0.2015
H -3.0104 -3.0693 -2.2703
H -5.0380 -2.1135 -1.7189
H 1.6112 2.5117 3.0311
H 3.2745 1.8661 2.9940
H 1.4812 7.7442 -2.9503
H -4.6994 -2.5551 -4.1475
H 4.4333 8.5954 -0.6818
H -2.1409 -5.5077 -2.7950
H -4.4195 -7.9670 -1.6208
H 0.6711 0.1694 0.2025
H 4.1761 -0.2997 3.2657
H 4.0166 -0.5597 1.5166
H -1.5551 -4.0364 1.4081
H -0.1991 6.9381 0.3580
H 2.6585 2.6963 1.6087
H 3.6793 8.4530 -2.2754
H -2.7276 -3.6089 -3.8884
H 4.5738 -1.8552 2.5902
H 3.0643 -3.3965 1.8486
H 2.1024 4.8218 -4.9322
H -5.4282 -4.0986 -3.8380
H 2.9529 3.8898 -3.7081
H 1.7509 1.5221 -0.1161
H 0.2884 6.4432 -3.1531
H -4.7871 -4.2053 -0.5730
H 3.2121 -0.3794 5.4394
H -6.1236 -3.3924 -1.7791
H 2.2627 -2.2741 0.7268
H 5.4137 5.2675 -1.1470
H -5.8773 -7.3851 -2.3263
H -5.1636 -6.9578 0.2440
H 0.7373 4.4783 0.8095
H -0.6616 4.7721 -0.2406
H 1.3483 6.9333 -4.4863
H -4.2382 -5.0731 0.6948
H 1.1001 -2.1120 5.4195
H 2.0705 0.7195 6.2256
H 0.3930 -0.7626 6.3384
H 0.8950 7.8829 -0.5882
H 2.8479 1.2214 4.7591
H -3.1071 -5.1763 2.6977
H 0.6441 3.7227 -0.7846
H 5.3652 6.3219 -2.5746
H 2.7122 8.4136 -0.7854
H 1.3355 -3.1100 1.9902
H 5.9150 6.9394 -0.9996
H 1.5017 7.0285 0.8560
H 1.1908 4.0672 -3.6057
H 0.2909 1.7699 0.8593
H -6.3056 -5.9396 -0.5747
H -2.4615 -4.2982 -0.6385
H -0.4193 -1.3505 4.9018
H -4.8110 -5.9872 -3.7303
H -3.5083 -7.0747 -3.4351
*
```

Summary:
E_HOMO = -0.353 Ha
LUMO level = -0.1386 Eh
Calculated total energy = -2936.29585 hartree